The following is a DFT calculation (wB97M-V/def2-TZVPD) of a structure of composition C11H11N3.

The HOMO energy (alpha / beta) is -6.30 / -6.30 eV. As for the spin multiplicity: 1. For the calculated total energy, the calculation gives -16048.638 eV. Its lowest unoccupied orbital energy (alpha / beta) is -0.85 / -0.85 eV. The energy above the lowest of the compared OMol25 structures with the same formula, charge and spin comes out at 171.3 kcal per mole.

Structure (XYZ):
```
25
C11H11N3 (wB97M-V/def2-TZVPD)
C 3.493 -0.851 -0.582
C 2.449 -0.529 -1.590
C 3.267 -1.383 0.649
C 1.088 -0.321 -1.388
C -2.741 1.092 0.626
C 1.960 -1.647 1.197
C -1.745 0.271 0.981
C -2.193 1.622 -1.139
C 0.462 -0.368 -0.072
C -2.810 2.432 -2.013
C -1.605 -0.446 2.277
N -1.074 1.001 -1.160
N 0.763 -1.240 0.896
N -0.747 0.289 -0.070
H 4.411 -0.426 -0.941
H 2.883 -0.297 -2.527
H 4.194 -1.565 1.119
H 0.568 -0.187 -2.397
H -3.509 1.500 1.274
H 1.816 -2.322 2.002
H -2.581 2.287 -2.995
H -3.634 3.011 -1.638
H -1.095 -1.359 1.963
H -2.621 -0.706 2.621
H -1.002 0.141 2.909
```